1.
C25H32N2O3 | the ωB97M-V functional and the def2-TZVPD basis

Output
energy relative to the best compared isomer or geometry (same formula, charge and spin) = 294.5 kJ/mol
HOMO level = -7.7591 eV
total charge = 0

Each line ends with the natural charge from an NBO analysis.
Element x y z (Å)
C 6.458 2.154 2.208  -0.25
O 5.473 1.160 2.341  -0.50
C 4.717 0.845 1.246  0.28
C 4.833 1.444 -0.003  -0.30
C 4.013 1.041 -1.047  -0.25
C 3.075 0.042 -0.861  0.36
C 2.933 -0.552 0.402  -0.13
C 3.757 -0.146 1.439  -0.22
C 1.868 -1.522 0.579  -0.20
C 1.222 -2.010 -0.484  0.00
C 0.025 -2.921 -0.392  -0.24
N -1.241 -2.235 -0.152  -0.44
C -1.319 -1.622 1.162  -0.26
C -2.735 -1.078 1.387  -0.21
N -3.195 -0.177 0.353  -0.47
C -2.912 1.238 0.533  -0.24
C -1.458 1.676 0.554  0.03
C -0.764 1.573 1.757  -0.23
C 0.576 1.896 1.856  -0.22
C 1.248 2.349 0.736  -0.20
C 0.562 2.495 -0.454  -0.20
C -0.788 2.178 -0.566  -0.05
C -1.465 2.415 -1.886  -0.63
C -2.989 -0.729 -0.972  -0.03
C -3.997 -1.853 -1.256  -0.44
C -5.438 -1.400 -1.026  -0.06
O -6.377 -2.413 -1.308  -0.72
C -1.555 -1.250 -1.172  -0.25
C 1.704 -1.601 -1.852  -0.10
O 2.263 -0.301 -1.906  -0.51
H 7.211 1.879 1.462  0.17
H 6.021 3.123 1.943  0.17
H 6.933 2.231 3.185  0.20
H 5.556 2.223 -0.184  0.22
H 4.097 1.507 -2.016  0.22
H 3.662 -0.592 2.416  0.22
H 1.610 -1.810 1.587  0.21
H 0.164 -3.629 0.430  0.21
H -0.084 -3.486 -1.322  0.20
H -0.586 -0.808 1.271  0.19
H -1.106 -2.388 1.914  0.20
H -3.427 -1.925 1.422  0.19
H -2.784 -0.568 2.350  0.20
H -3.364 1.517 1.492  0.20
H -3.457 1.765 -0.252  0.20
H -1.291 1.234 2.638  0.20
H 1.091 1.796 2.799  0.21
H 2.297 2.599 0.791  0.22
H 1.086 2.867 -1.323  0.21
H -2.428 2.905 -1.754  0.22
H -0.842 3.051 -2.511  0.22
H -1.629 1.481 -2.421  0.21
H -3.177 0.072 -1.694  0.20
H -3.886 -2.168 -2.296  0.21
H -3.769 -2.712 -0.624  0.21
H -5.549 -1.042 0.007  0.17
H -5.688 -0.578 -1.701  0.17
H -6.169 -3.180 -0.763  0.46
H -0.853 -0.401 -1.137  0.18
H -1.481 -1.730 -2.151  0.20
H 0.891 -1.595 -2.581  0.20
H 2.459 -2.335 -2.194  0.18

2.
C25H32N6O6 | the ωB97M-V functional and the def2-TZVPD basis

Output
energy relative to the best compared isomer or geometry (same formula, charge and spin) = 84.9 kJ/mol
HOMO level = -7.9221 eV
total charge = 0

Each line ends with the natural charge from an NBO analysis.
Element x y z (Å)
C -5.049 -2.778 0.000  -0.25
O -3.806 -3.335 0.344  -0.50
C -2.684 -2.602 0.104  0.33
C -2.665 -1.344 -0.473  -0.31
C -1.470 -0.671 -0.666  -0.24
C -0.269 -1.242 -0.274  0.03
C 0.986 -0.425 -0.481  -0.18
C 2.337 -0.991 -0.011  0.68
O 2.481 -1.799 0.886  -0.65
N 3.354 -0.410 -0.668  -0.62
C 4.746 -0.609 -0.324  -0.07
C 5.576 -0.927 -1.579  -0.41
C 6.206 0.407 -1.969  -0.40
C 6.568 1.012 -0.616  -0.40
C 5.359 0.682 0.264  -0.42
N 0.822 0.865 0.206  -0.43
C 0.520 0.775 1.624  -0.27
C 1.664 1.244 2.539  -0.06
O 1.682 2.631 2.777  -0.73
C 1.146 1.976 -0.486  0.70
O 1.750 1.930 -1.544  -0.64
C 0.660 3.320 0.065  -0.34
N -0.721 3.231 0.415  0.01
N -1.199 3.524 1.600  -0.05
N -2.449 3.224 1.597  -0.26
C -2.721 2.728 0.368  0.24
C -3.997 2.213 -0.018  0.19
C -5.146 2.062 0.716  -0.24
C -6.073 1.438 -0.143  -0.33
C -5.432 1.252 -1.338  0.31
C -5.890 0.655 -2.619  -0.66
O -4.173 1.721 -1.265  -0.39
N -1.629 2.731 -0.393  -0.25
C -0.274 -2.511 0.295  -0.33
C -1.462 -3.198 0.486  0.25
O -1.558 -4.439 1.036  -0.48
C -0.372 -5.085 1.430  -0.25
H -5.128 -2.602 -1.078  0.17
H -5.236 -1.839 0.533  0.18
H -5.793 -3.515 0.298  0.20
H -3.583 -0.871 -0.780  0.22
H -1.485 0.310 -1.118  0.23
H 1.068 -0.191 -1.549  0.26
H 3.149 0.325 -1.334  0.42
H 4.760 -1.434 0.393  0.24
H 4.956 -1.353 -2.367  0.22
H 6.357 -1.646 -1.330  0.21
H 7.069 0.288 -2.621  0.21
H 5.474 1.038 -2.476  0.20
H 6.757 2.082 -0.669  0.21
H 7.462 0.524 -0.224  0.20
H 5.634 0.560 1.310  0.22
H 4.623 1.486 0.201  0.21
H -0.394 1.316 1.884  0.21
H 0.338 -0.281 1.826  0.25
H 1.586 0.700 3.489  0.17
H 2.628 1.004 2.086  0.19
H 0.859 2.889 3.213  0.48
H 1.223 3.610 0.956  0.29
H 0.802 4.058 -0.729  0.25
H -5.287 2.362 1.733  0.24
H -7.081 1.161 0.090  0.23
H -6.778 0.052 -2.452  0.23
H -6.128 1.438 -3.339  0.23
H -5.102 0.038 -3.048  0.23
H 0.662 -2.946 0.599  0.26
H 0.161 -4.519 2.200  0.18
H -0.685 -6.045 1.838  0.20
H 0.297 -5.253 0.579  0.18

3.
C25H33BF14NO12P2 | the ωB97M-V functional and the def2-TZVPD basis

Output
HOMO level = -6.1323 eV
total charge = -1

Each line ends with the Mulliken charge.
Element x y z (Å)
C 2.342 6.299 1.650  -1.42
C 2.325 5.168 2.707  0.60
C 0.870 4.832 3.096  -1.27
B 0.421 3.303 2.822  1.19
O 0.712 2.731 1.463  -0.64
C -0.341 1.895 1.165  -1.28
C -0.220 0.491 1.740  0.48
F -0.493 0.371 3.050  -0.33
F -1.021 -0.418 1.090  -0.25
C 1.229 -0.065 1.548  0.87
F 2.043 0.423 2.477  -0.27
F 1.703 0.258 0.324  -0.29
C 1.276 -1.624 1.627  0.31
F 0.503 -2.132 2.579  -0.26
F 0.970 -2.209 0.466  -0.16
F 2.535 -1.979 1.929  -0.29
C -1.558 2.822 1.583  1.60
O -1.400 3.958 0.616  -0.43
C -2.063 5.008 0.952  0.67
N -2.675 5.952 1.166  -0.67
C -2.963 2.224 1.637  0.21
F -3.820 3.019 2.300  -0.27
F -2.933 1.086 2.370  -0.30
C -3.554 1.798 0.262  0.60
F -4.661 1.072 0.538  -0.35
F -2.734 0.976 -0.413  -0.32
C -4.010 2.914 -0.726  0.61
F -4.924 2.343 -1.546  -0.30
F -3.031 3.320 -1.524  -0.22
F -4.605 3.938 -0.149  -0.21
O -1.135 3.297 2.757  -0.94
O 3.066 4.016 2.328  -0.08
C 4.448 4.224 2.290  -0.83
C 5.055 3.021 1.596  0.88
C 4.486 2.609 0.396  -0.26
C 4.973 1.493 -0.262  -0.37
C 6.035 0.770 0.272  -0.58
C 6.610 1.211 1.449  -0.45
C 6.134 2.328 2.121  -0.67
H 2.423 7.252 2.175  0.32
H 1.433 6.310 1.049  0.37
H 3.180 6.211 0.954  0.35
H 2.822 5.594 3.593  0.36
H 0.793 4.988 4.178  0.14
H 0.213 5.579 2.648  0.37
H 0.720 2.507 3.687  -0.32
H -0.298 1.831 0.071  0.78
H 4.745 5.162 1.809  0.40
H 4.856 4.234 3.315  0.25
H 3.654 3.135 -0.050  0.13
H 4.515 1.150 -1.181  0.39
H 6.401 -0.119 -0.225  0.39
H 7.439 0.667 1.888  0.35
H 6.571 2.685 3.045  0.36
C -6.744 -4.673 -1.644  -0.68
O -5.541 -4.221 -2.259  -0.45
P -4.138 -4.425 -1.423  1.13
O -3.927 -5.887 -1.454  -0.71
O -4.750 -3.924 0.013  -0.44
C -5.206 -2.573 0.148  -0.91
O -2.605 -3.890 -1.060  -0.08
C -2.241 -2.513 -1.322  -0.33
H -7.381 -5.053 -2.441  0.27
H -6.560 -5.465 -0.922  0.34
H -7.253 -3.840 -1.158  0.22
H -6.213 -2.577 0.565  0.38
H -5.220 -2.048 -0.810  0.46
H -4.546 -2.046 0.837  0.24
H -2.697 -1.846 -0.590  0.18
H -2.533 -2.211 -2.329  0.43
H -1.161 -2.430 -1.232  -0.01
C -0.279 -5.374 -5.385  -0.57
O 0.574 -4.277 -5.068  -0.46
P 1.980 -4.609 -4.280  1.31
O 2.794 -5.300 -5.300  -0.70
O 1.302 -5.666 -3.223  -0.44
C 0.315 -5.215 -2.287  -0.89
O 3.149 -4.127 -3.205  -0.40
C 2.846 -3.070 -2.265  -0.50
H -0.743 -5.146 -6.343  0.27
H 0.272 -6.309 -5.465  0.35
H -1.063 -5.470 -4.633  0.14
H -0.558 -5.864 -2.357  0.36
H 0.004 -4.186 -2.481  0.33
H 0.717 -5.285 -1.277  0.44
H 2.189 -3.440 -1.478  0.20
H 2.380 -2.221 -2.765  0.30
H 3.777 -2.741 -1.811  0.28